*1*
Formula: C2H14NO5
Source: OMol25
Level of theory: ωB97M-V/def2-TZVPD

Geometry as XYZ:
```
22
C2H14NO5 ωB97M-V/def2-TZVPD
C -1.881 1.426 -1.242
N -0.890 0.745 -0.453
C -1.135 -0.718 -0.454
O -0.098 -1.334 -1.120
H -2.343 0.877 -2.074
H -1.830 2.511 -1.261
H -2.831 1.518 -0.569
H 0.068 0.873 -0.775
H -2.114 -0.939 -0.948
H -1.245 -1.098 0.573
H 2.705 -1.881 -0.518
H 0.822 -1.514 -0.422
O 1.939 -1.797 0.053
H 1.996 -1.547 1.676
H 0.615 -1.075 2.354
O 1.523 -1.325 2.531
H -0.097 1.429 1.906
H -1.452 1.621 1.574
O -0.924 1.574 2.392
H 2.348 0.360 -1.897
H 2.292 -0.230 -0.355
O 2.530 0.523 -0.971
```

Output
Frontier orbital gap in eV: 8.6314
HOMO level in eV: -5.0
Net charge: -1



*2*
Formula: C2H14NO5
Source: OMol25
Level of theory: ωB97M-V/def2-TZVPD

Geometry as XYZ:
```
22
C2H14NO5 ωB97M-V/def2-TZVPD
C 1.254 -1.674 -0.617
N 0.379 -0.514 -0.351
C 1.034 0.703 0.334
O 0.367 1.770 -0.095
H 0.732 -2.613 -0.368
H 2.087 -1.473 0.067
H 1.382 -1.754 -1.685
H -0.142 -0.177 -1.149
H 2.121 0.574 0.201
H 1.000 0.576 1.465
H -1.183 1.589 0.535
H -1.293 1.841 1.989
O -1.822 1.444 1.296
H -1.868 -0.721 -0.367
H -3.368 -0.258 -0.105
O -2.811 -0.916 -0.527
H -0.840 -0.871 1.749
H 0.275 -1.810 1.878
O -0.638 -1.731 2.148
H 1.251 1.397 -2.559
H 0.978 2.279 -1.399
O 1.104 2.338 -2.442
```

Output
Frontier orbital gap in eV: 8.3121
HOMO level in eV: -4.7
Net charge: -1



Out of the structures above, which one is the most stable? Solution: *2*.